# 1
Here is a 2-piece molecular cluster, CH3BrO overall from the Open Molecules 2025 dataset. Energies are from wB97M-V/def2-TZVPD.

```
! RIJCOSX wB97M-V def2-TZVPD def2/J DEFGRID3
* xyz 0 1
C 0.17093 0.04401 0.02818
O -3.26273 -1.22480 -0.00311
Br -4.18350 0.19309 -0.00344
H -0.75490 -0.49552 0.30371
H 0.04622 1.05411 -0.26748
H 1.04903 -0.60885 -0.07563
*
```

Output
LUMO (spin up / spin down), eV: 0.055 / -2.393
HOMO (spin up / spin down), eV: -10.4452 / -8.7657

Population analysis type Mulliken, resulting atomic charges in e: -0.75 -0.28 0.27 0.20 0.29 0.28

# 2
Here is a 2-piece molecular cluster, C5H3NS2 overall from the Open Molecules 2025 dataset. Energies are from wB97M-V/def2-TZVPD.

```
! RIJCOSX wB97M-V def2-TZVPD def2/J DEFGRID3
* xyz 0 1
C -0.28660 2.66496 -0.56819
C 0.42764 1.74464 -0.21778
N 1.30540 0.89181 0.03853
C 2.27634 0.18657 -0.07244
S 3.42334 -0.88069 0.25278
H -1.20289 3.15704 -0.53320
C -1.21928 -1.48324 1.49040
C -0.97998 -1.41835 0.29831
S -0.50335 -1.53317 -1.38848
H -1.59901 -1.17541 2.42043
H -1.64162 -2.15416 -1.72036
*
```

Output
LUMO, eV: -0.190
Structure (SMILES): C#CN=C=S.C#CS
HOMO, eV: -9.1297

Population analysis type Mulliken, resulting atomic charges in e: -0.73 0.45 -0.24 0.42 -0.26 0.35 0.10 -0.46 -0.16 0.38 0.14

# 3
Here is one molecule with the formula C4H4N2OS from the Open Molecules 2025 dataset. Energies are from wB97M-V/def2-TZVPD.

```
! RIJCOSX wB97M-V def2-TZVPD def2/J DEFGRID3
* xyz 0 1
N -3.45352 -0.09100 -0.08317
C -2.32927 -0.03952 0.16477
C -0.86979 -0.00519 0.40914
C -0.23184 1.18234 -0.28452
N 1.01837 1.37626 -0.27562
O 1.69418 0.34231 0.52720
C 1.62084 -0.87607 -0.14192
S -0.09250 -1.57528 -0.13641
H -0.78408 0.15534 1.49228
H -0.86576 1.89136 -0.83640
H 1.99604 -0.75153 -1.15631
H 2.29732 -1.60901 0.32098
*
```

Output
LUMO, eV: 0.338
Structure (SMILES): N#C[C@@H]1C=NOCS1
HOMO, eV: -9.7049

Population analysis type Mulliken, resulting atomic charges in e: -0.38 -0.14 0.37 -0.05 -0.52 -0.25 -0.26 -0.12 0.29 0.44 0.29 0.32

# 4
Here is C34H41I2N2OsP2S2 as an isolated structure from the Open Molecules 2025 dataset. Energies are from wB97M-V/def2-TZVPD.

```
! RIJCOSX wB97M-V def2-TZVPD def2/J DEFGRID3
* xyz 3 1
Os 0.27344 -0.19357 0.61406
C 2.37431 -1.49830 -1.82079
C 2.35112 0.02033 -2.02173
P 2.14634 0.79036 -0.36722
C 1.95943 2.56760 -0.60446
C 1.06743 3.04145 -1.56796
C 0.86601 4.40344 -1.71967
C 1.54760 5.30212 -0.90456
C 2.42135 4.83643 0.06629
C 2.62579 3.46976 0.22249
C 3.76585 0.50347 0.37436
C 4.86528 1.17555 -0.17163
C 6.14049 0.92439 0.30412
C 6.33431 -0.00241 1.32228
C 5.25391 -0.68869 1.85459
C 3.97353 -0.44077 1.37854
P 0.85919 -2.01202 -0.93425
C 1.26045 -3.47387 0.04007
C 1.30773 -3.39987 1.43387
C 1.68498 -4.50552 2.18413
C 2.02282 -5.68661 1.53851
C 1.97961 -5.76751 0.15091
C 1.59484 -4.66917 -0.60027
C -0.34255 -2.53262 -2.17635
C -0.31171 -2.01496 -3.46952
C -1.19633 -2.49090 -4.42625
C -2.11817 -3.47357 -4.09698
C -2.16475 -3.98411 -2.80489
C -1.27993 -3.51714 -1.84593
H 3.21386 -1.78317 -1.18198
H 2.47098 -2.03769 -2.76401
H 1.51977 0.34030 -2.65397
H 3.27912 0.36833 -2.47699
H 0.51593 2.35485 -2.20166
H 0.18519 4.76650 -2.47815
H 1.39905 6.36613 -1.03238
H 2.95888 5.53598 0.69318
H 3.31530 3.11355 0.97853
H 4.72803 1.90373 -0.96277
H 6.98535 1.45075 -0.11886
H 7.33207 -0.19389 1.69377
H 5.40751 -1.41855 2.63803
H 3.14407 -1.00663 1.78302
H 1.08869 -2.45971 1.93892
H 1.72903 -4.44552 3.26360
H 2.33111 -6.54715 2.11709
H 2.24968 -6.68971 -0.34574
H 1.55443 -4.74425 -1.68066
H 0.40174 -1.25206 -3.75162
H -1.15695 -2.09885 -5.43371
H -2.79092 -3.85676 -4.85253
H -2.86818 -4.76785 -2.55641
H -1.28738 -3.95692 -0.85338
C 1.35266 2.97816 3.81715
C 0.71623 2.17881 2.72456
S 1.02351 0.55764 2.56976
C -0.23719 2.73387 1.83045
C -0.70608 4.14917 1.93010
S -0.89205 1.69834 0.71932
H 2.11518 2.40513 4.34035
H 0.60182 3.30133 4.54233
H 1.81136 3.87868 3.40444
H -1.20519 4.31907 2.88733
H -1.39529 4.39823 1.12590
H 0.14476 4.83114 1.88123
I -2.43728 0.89717 -2.81068
I -3.96710 1.52594 -4.88180
N -4.30135 -1.90495 2.14589
C -3.93523 -2.06740 0.69280
C -2.74715 -1.18070 0.36210
N -1.56878 -1.44043 1.22593
C -1.95120 -1.30951 2.64890
C -3.11868 -2.20947 3.02704
H -5.08881 -2.51356 2.38426
H -4.61800 -0.94590 2.31435
H -4.80019 -1.80477 0.08608
H -3.71047 -3.12405 0.54497
H -3.01657 -0.12669 0.46733
H -2.47764 -1.34282 -0.68234
H -1.26780 -2.40358 1.06468
H -2.19830 -0.25899 2.82551
H -1.10223 -1.55591 3.28408
H -3.41198 -2.06205 4.06496
H -2.88380 -3.26350 2.87663
*
```

Output
LUMO, eV: -9.601
HOMO, eV: -15.5727

Population analysis type Mulliken, resulting atomic charges in e: 1.39 -1.18 -1.15 1.34 0.52 -0.27 -0.74 -0.58 -1.00 -0.70 1.17 -0.64 -0.86 -0.63 -0.82 -0.11 0.35 0.86 0.00 -1.20 -0.71 -0.79 -0.72 0.70 -0.86 -0.75 -0.71 -0.88 -0.46 0.67 0.77 0.50 0.78 0.15 0.50 0.45 0.47 0.56 0.50 0.47 0.44 0.48 -0.12 0.30 0.52 0.45 0.48 0.51 0.27 0.55 0.46 0.51 0.68 -1.56 0.84 -0.42 0.68 -1.69 -0.27 0.52 0.39 0.31 0.41 0.49 0.33 0.15 0.04 -0.06 -1.03 -0.10 0.13 -0.72 -1.06 0.37 0.39 0.43 0.40 0.56 -0.30 0.10 0.44 0.41 0.46 0.42

# 5
Here is C6H12N2O as an isolated structure from the Open Molecules 2025 dataset. Energies are from wB97M-V/def2-TZVPD.

```
! RIJCOSX wB97M-V def2-TZVPD def2/J DEFGRID3
* xyz 0 1
C -0.30551 1.26025 -0.91487
C -0.73845 0.82077 0.50342
C -1.89260 -0.28458 0.43708
C -1.37997 -1.38270 -0.47737
C 0.99188 -0.86244 0.20811
C 0.39062 0.08521 1.01857
H -0.58727 0.07218 -1.68348
H 1.02864 1.59938 -1.07115
H -1.07490 2.51919 -1.19683
H -1.11467 1.70603 1.04550
H -1.99899 -0.73118 1.25561
H -2.70219 0.06357 -0.03869
H -1.64429 -0.97933 -1.56831
H -2.21008 -2.23051 -0.22633
H 1.10460 0.92358 1.43655
H 0.12376 -0.10524 2.01475
H 2.62730 0.85436 -0.55743
H 4.24192 -0.40466 0.06183
N 2.13534 -1.05827 -0.25735
N 3.11649 -0.03819 0.04493
O -0.11162 -1.82740 -0.03453
*
```

Output
LUMO, eV: 0.525
HOMO, eV: -8.5417

Population analysis type Mulliken, resulting atomic charges in e: -0.64 0.03 -1.26 -0.42 0.28 -0.73 0.16 0.07 0.24 0.52 0.70 0.42 0.30 0.29 0.36 0.47 0.28 0.26 -0.40 -0.55 -0.40

In eV, the calculated total energy values for the records above are, in order, -73170.1851 -28388.6843 -20072.7529 -97799.0662 -11434.6447.
In eV/A, the max |F| values for the records above are, in order, 2.22 4.61 1.06 1.19 8.87.
In kcal per mole, the ΔE to the lowest compared entry with this formula, charge and spin values for the records above are, in order, 113.7 43.7 68.6 16.1 231.2.